Entry 1:
Computed, not measured: a molecular structure, C35H28As2Br2NOV at a distorted geometry, with wB97M-V/def2-TZVPD.

Its HOMO energy (spin up / spin down) is -0.36286 / -0.38778 Ha. The HOMO-LUMO gap (spin up / spin down) comes out at 6.5521 / 7.1509 eV. Its total charge is +1. The expectation value of S² is 3.777. The spin multiplicity is 4.

Each line ends with the Löwdin spin population.
CARTESIAN COORDINATES (ANGSTROEM)
V  0.846  -0.069  0.872  2.539
C  -2.418  0.932  0.847  0.005
C  -2.300  0.301  -0.538  0.008
As  -0.855  -1.057  -0.510  0.052
C  -0.172  -1.123  -2.321  0.006
C  -0.791  -0.466  -3.381  0.000
C  -0.231  -0.523  -4.650  0.000
C  0.937  -1.242  -4.860  0.000
C  1.543  -1.919  -3.811  0.000
C  0.991  -1.859  -2.540  0.000
C  -2.007  -2.629  -0.467  0.014
C  -2.673  -2.922  0.721  0.001
C  -3.617  -3.935  0.755  0.000
C  -3.889  -4.664  -0.393  -0.001
C  -3.210  -4.389  -1.571  0.001
C  -2.270  -3.369  -1.613  0.001
As  -1.121  2.368  1.391  0.010
C  0.591  2.008  0.429  0.006
C  0.800  1.681  -0.923  0.037
C  2.088  1.553  -1.448  0.008
C  3.194  1.726  -0.633  0.054
C  3.015  2.038  0.714  0.010
C  1.738  2.183  1.241  0.038
C  -1.924  3.773  0.288  0.000
C  -1.646  4.023  -1.050  0.000
C  -2.347  5.001  -1.742  0.000
C  -3.326  5.742  -1.100  0.000
C  -3.597  5.513  0.242  0.000
C  -2.899  4.535  0.932  0.000
H  -2.398  0.155  1.616  0.002
H  -3.379  1.440  0.952  0.001
H  -2.135  1.060  -1.304  0.000
H  -3.219  -0.224  -0.797  0.000
H  -1.713  0.081  -3.225  0.000
H  -0.714  -0.016  -5.475  0.000
H  1.378  -1.276  -5.848  0.000
H  2.446  -2.491  -3.981  0.000
H  1.467  -2.365  -1.713  0.000
H  -2.436  -2.361  1.619  0.000
H  -4.140  -4.161  1.675  0.000
H  -4.624  -5.458  -0.368  0.000
H  -3.414  -4.969  -2.461  0.000
H  -1.741  -3.150  -2.531  0.000
H  -0.033  1.564  -1.600  0.003
H  2.209  1.303  -2.494  -0.001
H  4.190  1.605  -1.035  0.003
H  3.876  2.177  1.355  0.000
H  1.615  2.468  2.279  0.004
H  -0.865  3.481  -1.564  0.000
H  -2.117  5.185  -2.784  0.000
H  -3.872  6.503  -1.641  0.000
H  -4.342  6.108  0.754  0.000
H  -3.106  4.360  1.982  0.000
Br  5.142  -1.758  -0.716  0.005
C  4.428  -1.682  1.029  0.019
C  5.232  -1.919  2.148  -0.008
C  4.713  -1.834  3.415  0.018
Br  5.848  -2.147  4.899  0.003
C  3.355  -1.511  3.625  0.001
C  2.705  -1.415  4.874  0.046
C  1.369  -1.100  4.920  -0.004
C  0.664  -0.856  3.740  0.054
N  1.238  -0.921  2.545  0.000
C  2.563  -1.266  2.482  0.018
C  3.088  -1.347  1.159  0.001
O  2.274  -1.087  0.171  0.039
H  6.275  -2.169  2.005  -0.001
H  3.258  -1.595  5.786  0.003
H  0.854  -1.029  5.868  -0.001
H  -0.388  -0.594  3.758  0.003



Entry 2:
Computed, not measured: C2H4N6 in the gas phase at a distorted geometry, with wB97M-V/def2-TZVPD.

Its HOMO energy is -0.34793 Ha. The HOMO-LUMO gap comes out at 9.5716 eV. For the relative energy (zero: lowest compared OMol25 entry of this formula, charge and spin), the calculation gives 228.5 kJ/mol. Its total charge is 0.

Each line ends with the Löwdin charge.
CARTESIAN COORDINATES (ANGSTROEM)
H  0.675  -0.101  -2.539  0.010
N  -0.089  0.067  -1.871  0.068
C  0.616  -0.025  -0.641  -0.440
N  1.794  0.321  -0.279  0.136
C  -0.438  -0.079  0.397  -0.365
N  -0.093  0.265  1.640  0.092
N  -1.327  0.111  2.334  -0.035
N  -2.168  -0.444  1.614  -0.025
N  -1.709  -0.381  0.363  0.052
H  2.478  0.844  -1.130  0.239
H  2.316  0.470  0.517  0.071
H  -2.056  -1.048  -0.405  0.198



Entry 3:
Computed, not measured: 2 unconnected molecules or ions with the total composition C10H16O at a distorted geometry, with wB97M-V/def2-TZVPD.

Its HOMO energy is -0.33692 Ha. The HOMO-LUMO gap comes out at 10.1478 eV. For the relative energy (zero: lowest compared OMol25 entry of this formula, charge and spin), the calculation gives 147.5 kJ/mol. Its total charge is 0.

Each line ends with the Löwdin charge.
CARTESIAN COORDINATES (ANGSTROEM)
C  1.695  1.093  -2.197  -0.027
C  0.787  -0.028  -1.680  -0.299
C  1.191  -1.141  -0.978  -0.075
C  0.307  -2.123  -0.516  -0.098
C  -1.056  -1.973  -0.729  -0.090
C  -1.492  -0.843  -1.448  -0.088
C  -0.588  0.109  -1.900  -0.069
H  1.716  1.983  -1.593  0.079
H  1.313  1.288  -3.184  0.066
H  2.618  0.532  -2.395  0.082
H  2.209  -1.285  -0.624  0.116
H  0.607  -2.941  0.128  0.103
H  -1.853  -2.653  -0.460  0.098
H  -2.525  -0.715  -1.753  0.101
H  -0.915  0.821  -2.655  0.113
C  0.163  -0.252  2.619  -0.051
C  -0.108  0.900  1.616  -0.467
C  -1.597  1.175  1.672  -0.069
O  0.648  2.030  2.030  -0.056
H  0.070  -1.260  2.224  0.060
H  -0.625  -0.199  3.387  0.075
H  1.119  -0.104  3.129  0.078
H  0.317  0.570  0.666  0.102
H  -1.729  1.856  2.518  0.083
H  -2.011  1.758  0.831  0.076
H  -2.274  0.329  1.645  0.075
H  0.642  2.129  2.985  0.081



Entry 4:
Computed, not measured: a molecular structure, C3H3KLi2O3 at a distorted geometry, with wB97M-V/def2-TZVPD.

Its HOMO energy is -0.20710 Ha. The HOMO-LUMO gap comes out at 4.9802 eV. Its total charge is 0.

Each line ends with the Löwdin charge.
CARTESIAN COORDINATES (ANGSTROEM)
O  -0.778  -2.169  -1.348  -0.168
Li  -0.345  -2.408  0.889  0.626
C  -0.063  -1.216  -0.924  -0.582
O  -0.082  0.008  -1.396  -0.237
C  0.943  1.034  -1.085  -0.312
H  0.787  1.816  -1.854  -0.001
H  1.887  0.550  -1.400  -0.006
Li  -0.157  2.006  0.716  0.675
C  -1.251  -0.239  1.484  -0.285
O  -0.470  0.393  2.287  -0.472
K  1.773  -0.041  1.399  0.762
H  -2.242  0.264  1.231  -0.001



Entry 5:
Computed, not measured: a molecular structure, C43H58N2O3P2S2Tl, with wB97M-V/def2-TZVPD.

Its HOMO energy is -0.35715 Ha. The HOMO-LUMO gap comes out at 7.0878 eV. For the relative energy (zero: lowest compared OMol25 entry of this formula, charge and spin), the calculation gives 187.3 kJ/mol. Its total charge is +1.

Each line ends with the Löwdin charge.
CARTESIAN COORDINATES (ANGSTROEM)
Tl  -0.269  -1.240  0.371  0.901
C  1.793  -3.394  2.295  -0.120
C  1.033  -2.802  3.482  -0.505
C  2.014  -2.496  4.618  -0.099
P  0.040  -1.326  2.956  1.056
C  -1.459  -1.289  4.021  -0.513
C  -1.224  -1.306  5.532  -0.089
C  -2.394  -0.149  3.621  -0.111
C  1.087  0.110  3.051  -0.318
C  1.463  0.613  4.314  -0.065
C  2.403  1.601  4.475  -0.272
C  2.811  2.108  5.833  -0.044
C  3.015  2.070  3.306  -0.019
C  2.648  1.632  2.058  -0.035
C  1.625  0.675  1.867  -0.316
N  1.227  0.306  0.594  -0.077
C  1.721  0.957  -0.576  -0.338
C  2.569  0.212  -1.390  -0.026
C  3.156  0.746  -2.526  -0.051
C  2.875  2.052  -2.896  -0.271
C  3.499  2.681  -4.115  -0.044
C  1.993  2.782  -2.099  -0.051
C  1.396  2.280  -0.937  -0.286
P  0.565  3.443  0.244  1.137
C  -1.180  2.842  0.491  -0.512
C  -1.345  2.203  1.871  -0.132
C  -1.746  1.927  -0.581  -0.139
C  0.283  5.009  -0.732  -0.572
C  -0.163  6.094  0.253  -0.138
C  -0.669  4.955  -1.929  -0.116
H  2.444  -4.198  2.643  0.088
H  2.433  -2.637  1.831  0.084
H  1.130  -3.799  1.533  0.038
H  0.283  -3.518  3.834  0.111
H  2.777  -1.791  4.287  0.087
H  2.511  -3.424  4.905  0.089
H  1.540  -2.085  5.507  0.061
H  -1.923  -2.243  3.753  0.088
H  -0.838  -0.352  5.888  0.074
H  -0.553  -2.104  5.848  0.067
H  -2.183  -1.471  6.028  0.090
H  -1.972  0.813  3.919  0.077
H  -3.353  -0.268  4.130  0.096
H  -2.583  -0.125  2.549  0.038
H  1.020  0.179  5.200  0.090
H  2.100  1.802  6.600  0.076
H  2.868  3.197  5.844  0.082
H  3.793  1.727  6.119  0.084
H  3.800  2.815  3.382  0.124
H  3.156  2.028  1.191  0.110
H  2.784  -0.809  -1.093  0.125
H  3.832  0.142  -3.121  0.120
H  4.182  1.991  -4.608  0.078
H  4.060  3.578  -3.847  0.088
H  2.738  2.979  -4.839  0.074
H  1.784  3.796  -2.409  0.095
H  -1.756  3.772  0.485  0.092
H  -0.978  1.171  1.857  0.016
H  -2.398  2.176  2.164  0.086
H  -0.786  2.739  2.638  0.084
H  -1.185  0.988  -0.601  0.006
H  -1.697  2.365  -1.576  0.061
H  -2.792  1.687  -0.357  0.090
H  1.278  5.303  -1.078  0.094
H  -1.155  5.889  0.663  0.068
H  -0.218  7.059  -0.254  0.080
H  0.532  6.186  1.088  0.069
H  -1.702  4.830  -1.597  0.074
H  -0.436  4.146  -2.619  0.056
H  -0.625  5.894  -2.487  0.083
O  -0.546  -0.703  -2.013  -0.588
S  -0.457  0.293  -3.157  1.050
C  -1.772  -0.259  -4.276  -0.289
C  -3.180  0.124  -3.822  -0.202
C  -3.557  -0.255  -2.385  -0.244
C  -3.409  -1.738  -2.057  -0.319
S  -3.685  -1.898  -0.289  1.081
O  -2.599  -1.045  0.363  -0.596
C  -3.202  -3.588  -0.005  -0.387
C  -2.806  -3.877  1.294  -0.097
C  -2.408  -5.163  1.614  -0.055
C  -2.418  -6.154  0.639  -0.050
C  -2.843  -5.862  -0.649  -0.052
C  -3.247  -4.575  -0.979  -0.075
C  0.938  -0.184  -4.167  -0.391
C  1.355  0.688  -5.164  -0.104
C  2.414  0.316  -5.976  -0.076
C  3.043  -0.909  -5.782  -0.059
C  2.618  -1.764  -4.774  -0.053
C  1.559  -1.400  -3.952  -0.071
H  -1.617  -1.337  -4.366  0.110
H  -1.537  0.198  -5.238  0.101
H  -3.880  -0.336  -4.523  0.123
H  -3.303  1.204  -3.921  0.119
H  -4.593  0.044  -2.212  0.127
H  -2.943  0.315  -1.689  0.043
H  -2.411  -2.129  -2.257  0.080
H  -4.166  -2.345  -2.559  0.110
H  -2.810  -3.094  2.040  0.089
H  -2.092  -5.397  2.623  0.112
H  -2.098  -7.158  0.884  0.114
H  -2.849  -6.632  -1.408  0.120
H  -3.569  -4.361  -1.989  0.110
H  0.868  1.649  -5.298  0.121
H  2.754  0.985  -6.755  0.118
H  3.870  -1.196  -6.419  0.113
H  3.106  -2.718  -4.623  0.117
H  1.225  -2.041  -3.149  0.101
O  -0.268  -4.484  -2.457  0.100
C  -0.145  -3.805  -1.500  -0.509
N  -0.016  -3.136  -0.520  0.027